171
Properties=species:S:1:pos:R:3:forces:R:3:lowdin_charge:R:1 method="wB97M-V/def2-TZVPD" homo_energy_ha=-0.301 total_charge=0
C 3.8722 3.0715 2.0501 -0.2 -0.2 0.4 -0.040
C 2.4766 2.9262 2.8090 0.7 -0.7 4.3 -0.362
O 2.5280 2.6909 4.0577 -0.3 0.7 -4.7 -0.016
N 1.1311 3.0729 2.2239 1.2 -1.1 -1.7 -0.118
C 1.0642 4.0821 1.1225 -1.3 0.5 -0.9 -0.096
C 0.5015 1.7865 1.8818 -1.8 -3.5 0.1 -0.110
C 0.8744 0.8895 0.6383 -2.1 -2.4 1.8 -0.219
P 2.2269 1.3905 -0.5778 0.6 1.1 -0.8 0.932
C 1.9529 0.5348 -2.2750 -1.1 -1.2 -0.1 -0.296
O 3.7918 0.8038 -0.0812 -2.5 -1.0 0.9 -0.544
C 0.1223 -0.4745 0.3597 -1.6 2.3 4.0 0.031
C -0.9438 -0.8803 1.3960 0.4 1.8 0.7 -0.023
C -1.3244 -0.0621 2.6691 2.7 2.0 -2.9 0.022
C -0.6071 1.2897 2.8910 0.2 -1.1 -1.3 -0.002
C -1.0170 2.1807 4.1783 0.2 -0.2 -0.5 -0.136
C -2.5201 2.7604 4.0447 -0.3 0.3 -0.3 -0.175
C -2.9096 3.1813 2.5194 -0.8 0.6 0.8 -0.154
C -3.9417 2.1471 1.8628 -0.7 0.0 -0.1 -0.139
N -3.9708 2.1843 0.3629 0.3 -0.7 -3.4 -0.137
C -4.3453 3.3245 -0.4566 1.1 -3.2 -2.6 -0.107
C -4.2731 2.8787 -1.9360 2.2 -1.8 3.4 -0.300
C -3.8133 1.3787 -2.0026 0.4 3.7 5.5 -0.249
C -3.6463 1.0558 -0.4951 -0.4 1.1 -3.4 -0.062
C -2.4320 -0.8502 3.5020 0.6 0.4 0.7 -0.290
O -3.2334 -0.4937 4.3887 3.1 -1.4 -3.3 0.077
N -2.2453 -2.2341 2.9690 0.0 0.7 -0.1 -0.101
C -1.1334 -3.0253 3.6018 0.7 -1.3 0.5 -0.112
C -1.1864 -4.5543 3.0204 0.3 1.7 1.3 -0.262
O -0.0643 -4.6718 2.1078 -1.8 -1.5 -0.7 -0.257
Si -0.3240 -5.8433 0.8506 1.5 -0.3 -0.5 0.483
C -0.4307 -4.9716 -0.8845 -0.7 0.9 0.7 -0.183
C -1.7966 -7.0315 1.1337 -1.2 0.8 -0.1 -0.244
C 1.2649 -6.9650 0.7364 -0.4 -0.6 -0.1 -0.201
C -1.9189 -2.1338 1.5113 -0.1 -0.5 -1.4 -0.316
O -2.3969 -2.8875 0.6381 1.9 2.7 3.1 0.063
H 3.8066 3.1362 0.9163 0.1 0.1 1.7 -0.002
H 4.4216 3.9591 2.5339 -0.9 -1.2 -0.9 0.108
H 4.4924 2.1385 2.3367 -1.2 1.5 -0.5 0.057
H 0.8592 5.1143 1.5888 0.6 -1.5 -0.7 0.104
H 0.1289 3.8202 0.4918 1.5 0.5 1.0 0.103
H 1.9436 4.0725 0.3970 -1.1 0.1 1.2 0.055
H 2.7850 -0.2206 -2.5192 -1.3 1.4 0.3 -0.001
H 0.9564 -0.0553 -2.3031 1.6 1.0 0.1 0.018
H 1.8491 1.3392 -3.0913 0.4 -1.1 1.4 0.022
H 3.6727 0.0629 0.5624 0.4 0.6 -0.7 0.059
H 0.3448 -1.1507 -0.5256 -0.3 1.1 1.4 0.094
H -0.9222 1.4798 5.0913 -0.2 1.2 -1.4 0.130
H -0.2889 3.0823 4.3120 -1.2 -1.9 -0.4 0.077
H -2.6200 3.7051 4.7022 0.4 -1.5 -1.0 0.075
H -3.3270 2.0378 4.4291 1.4 0.8 -0.6 0.105
H -1.9982 3.3993 1.8689 -1.2 -0.6 0.8 0.105
H -3.4773 4.1856 2.6190 0.9 -1.5 -0.4 0.112
H -3.7776 1.0570 2.1527 0.0 1.6 -0.3 0.108
H -5.0209 2.4026 2.1946 1.8 -0.4 -0.3 0.145
H -4.6433 4.3123 0.0188 0.5 -1.7 -0.8 0.104
H -4.5113 3.5413 -2.8432 1.5 -2.0 1.5 -0.005
H -3.6600 0.7299 -2.9226 0.0 1.1 1.8 0.033
H -3.3367 -0.0074 -0.2072 -0.6 2.0 0.3 0.111
H -1.2110 -3.1118 4.7370 -0.4 0.6 -1.5 0.114
H -0.0952 -2.5530 3.3891 -1.6 -0.8 0.1 0.143
H -1.0663 -5.2588 3.9292 -0.2 1.2 -2.1 0.007
H -2.2143 -4.6628 2.5397 1.5 -0.1 0.5 0.058
H -1.5422 -4.9770 -1.1637 1.6 0.0 -0.1 0.040
H 0.2466 -5.4507 -1.6653 -1.1 0.7 1.0 0.036
H -0.1590 -3.8610 -0.7163 -0.3 -1.7 -0.5 0.025
H -2.7516 -6.3951 1.2882 1.4 -1.0 -0.3 -0.005
H -1.9714 -7.6025 0.1506 0.4 0.6 1.6 0.006
H -1.7134 -7.7037 2.0517 0.0 0.7 -1.4 0.041
H 1.4482 -7.1988 -0.3789 0.0 0.5 1.7 0.035
H 2.1721 -6.4785 1.2328 -1.1 -0.9 -0.8 0.041
H 0.9885 -7.9829 1.2121 0.8 1.6 -0.5 0.019
C 6.2276 -1.4316 -3.0052 -0.1 0.0 -0.1 -1.981
Cl 5.1629 -0.5456 -1.8928 0.6 -0.5 -0.3 0.576
Cl 6.0545 -0.7649 -4.6423 -0.1 0.0 0.4 0.478
Cl 7.9146 -1.2647 -2.4717 -0.3 0.0 -0.1 0.527
Cl 5.7766 -3.1509 -3.0153 0.1 0.2 0.0 0.525
C 7.4135 -2.2679 -8.2513 0.1 -0.1 0.0 -2.008
Cl 8.2466 -2.1329 -6.6882 0.0 -0.1 -0.4 0.491
Cl 8.5895 -2.0699 -9.5668 -0.3 -0.2 0.1 0.508
Cl 6.6451 -3.8646 -8.3773 0.1 0.3 0.0 0.530
Cl 6.1711 -1.0019 -8.3728 0.2 -0.3 -0.1 0.482
C -5.0002 -4.5146 4.0525 -0.1 0.2 -0.3 -1.956
Cl -4.8608 -3.3568 2.7158 -0.7 -0.6 0.3 0.618
Cl -6.7071 -4.6914 4.5113 0.3 0.1 -0.1 0.490
Cl -4.3562 -6.0863 3.5357 -0.2 0.1 0.2 0.551
Cl -4.0701 -3.9264 5.4488 -0.1 -0.1 -0.1 0.548
C -4.4606 -9.9347 -0.3376 -0.1 0.1 0.0 -2.001
Cl -5.4546 -9.7003 -1.7912 0.2 0.0 0.2 0.525
Cl -4.6235 -8.5205 0.7258 -0.2 -0.4 -0.2 0.539
Cl -5.0053 -11.3897 0.5243 0.1 0.2 -0.1 0.522
Cl -2.7583 -10.1292 -0.8096 -0.4 0.0 0.0 0.497
C 10.9003 1.6257 -9.2823 -0.1 0.0 0.0 -2.019
Cl 9.8492 0.7336 -8.1628 0.2 0.3 -0.1 0.490
Cl 9.9212 2.3034 -10.6009 0.2 -0.1 0.2 0.519
Cl 11.7128 2.9433 -8.4097 -0.1 -0.2 -0.1 0.502
Cl 12.1189 0.5221 -9.9561 -0.2 0.2 0.1 0.518
C -1.7981 6.5616 6.5090 0.1 0.0 0.1 -2.019
Cl -2.8504 5.6775 7.6349 0.2 0.1 -0.2 0.524
Cl -2.7772 7.2328 5.1860 0.1 -0.1 0.2 0.506
Cl -0.9841 7.8827 7.3722 -0.2 -0.3 -0.1 0.502
Cl -0.5819 5.4524 5.8410 -0.1 0.2 0.1 0.543
C -7.7920 0.7581 -3.0417 -0.1 -0.2 0.0 -1.974
Cl -8.8698 1.6367 -1.9344 0.2 -0.1 -0.2 0.502
Cl -7.9653 1.4185 -4.6837 0.0 -0.1 0.2 0.509
Cl -6.1030 0.9461 -2.5001 -2.2 -0.4 -0.4 0.660
Cl -8.2287 -0.9666 -3.0482 0.0 0.2 0.0 0.506
C -8.5151 -5.0125 8.3212 0.0 0.0 0.0 -2.013
Cl -8.8086 -6.4711 9.2923 0.0 0.2 -0.2 0.520
Cl -6.7758 -4.8591 7.9956 -0.3 0.0 0.1 0.499
Cl -9.4005 -5.1379 6.7846 0.1 0.1 0.5 0.479
Cl -9.0781 -3.5833 9.2144 0.1 -0.2 -0.1 0.519
C 0.9341 11.2833 5.4885 0.0 0.0 -0.1 -2.028
Cl 0.9188 11.6085 7.2353 0.0 -0.1 -0.3 0.511
Cl 2.3714 10.3233 5.0774 -0.2 0.2 0.1 0.514
Cl -0.5285 10.3795 5.0425 0.3 0.2 0.0 0.487
Cl 0.9748 12.8212 4.5999 0.0 -0.3 0.2 0.516
C 0.3908 -12.8924 -2.3514 0.0 -0.1 0.0 -2.025
Cl 0.1728 -11.4475 -1.3404 0.2 -0.2 -0.1 0.483
Cl -0.9971 -13.9800 -2.1355 0.2 0.2 0.0 0.517
Cl 0.5054 -12.4094 -4.0572 0.0 -0.1 0.3 0.516
Cl 1.8814 -13.7311 -1.8715 -0.3 0.2 -0.1 0.517
C 5.2532 0.0792 5.4977 0.0 0.1 0.1 -2.015
Cl 4.9630 -1.3808 6.4679 0.0 0.2 -0.2 0.516
Cl 6.9903 0.2257 5.1531 -0.3 0.0 0.0 0.516
Cl 4.3547 -0.0390 3.9684 0.1 -0.1 0.3 0.534
Cl 4.7059 1.5080 6.3997 0.1 -0.3 -0.2 0.535
C -7.1207 5.9048 -2.4718 -0.1 0.1 0.1 -1.940
Cl -6.5341 7.3719 -1.6565 -0.2 -0.3 0.1 0.500
Cl -5.9247 4.5992 -2.2761 -2.7 2.2 -0.4 0.650
Cl -8.6663 5.4080 -1.7489 0.2 0.1 -0.1 0.518
Cl -7.3587 6.2348 -4.2064 -0.2 -0.2 0.3 0.495
C 4.9530 3.1894 -6.1867 0.0 -0.1 0.1 -1.971
Cl 5.2395 1.7155 -7.1380 -0.1 0.4 0.2 0.487
Cl 4.8264 2.7694 -4.4663 -0.3 -0.1 -0.5 0.483
Cl 6.3058 4.3170 -6.4219 -0.3 -0.7 0.0 0.468
Cl 3.4409 3.9568 -6.7213 0.2 -0.1 0.0 0.515
C -3.4752 9.0195 -4.3549 -0.1 0.0 -0.1 -2.015
Cl -5.0165 8.1389 -4.4187 0.7 0.4 -0.2 0.468
Cl -3.7838 10.7651 -4.4783 0.1 -0.3 0.0 0.515
Cl -2.6577 8.6698 -2.8161 -0.1 0.0 -0.2 0.510
Cl -2.4411 8.5041 -5.7052 -0.1 0.1 0.2 0.513
C 5.2857 8.7050 -6.0869 0.0 0.1 0.0 -2.014
Cl 6.1185 8.8331 -4.5206 -0.4 0.3 -0.1 0.498
Cl 6.4658 8.8946 -7.4043 -0.4 0.1 0.1 0.504
Cl 4.5055 7.1158 -6.2142 0.1 0.4 0.0 0.488
Cl 4.0535 9.9794 -6.2078 0.2 -0.2 0.0 0.525
C -0.0023 -7.5215 5.9229 0.1 -0.1 0.1 -1.992
Cl 0.5030 -7.9147 4.2652 -0.1 0.1 0.2 0.553
Cl -0.6570 -8.9759 6.7046 0.1 0.3 -0.2 0.530
Cl 1.3971 -6.9318 6.8446 -0.3 -0.1 -0.2 0.529
Cl -1.2536 -6.2606 5.8748 0.1 -0.5 0.6 0.552
C 7.0635 3.7101 -1.2461 0.0 0.0 -0.2 -1.982
Cl 6.8632 5.1572 -0.2335 0.0 -0.2 -0.1 0.525
Cl 5.6665 2.6338 -1.0246 0.5 0.3 0.0 0.546
Cl 7.1750 4.1918 -2.9517 0.3 0.1 0.5 0.480
Cl 8.5482 2.8566 -0.7726 -0.3 0.1 -0.1 0.528
C 9.7689 6.8733 -5.7252 0.1 0.0 0.0 -1.986
Cl 8.0131 6.6104 -5.6683 0.9 -0.2 0.1 0.424
Cl 10.1024 8.6137 -5.8548 -0.1 -0.3 0.0 0.526
Cl 10.5109 6.2362 -4.2421 -0.1 0.1 -0.3 0.528
Cl 10.4471 6.0328 -7.1359 -0.1 0.1 0.2 0.512
C -9.8645 -8.6628 4.3936 0.0 0.0 0.0 -2.018
Cl -11.4012 -8.3668 5.2351 0.3 0.0 -0.1 0.514
Cl -8.9393 -9.9018 5.2683 -0.1 0.2 -0.1 0.517
Cl -10.1928 -9.2254 2.7406 0.1 0.1 0.3 0.518
Cl -8.9245 -7.1568 4.3314 -0.1 -0.5 -0.2 0.462
C -0.3901 -0.5628 -5.6902 0.0 0.0 0.0 -2.019
Cl -1.9160 -0.2479 -4.8368 0.3 -0.1 -0.1 0.530
Cl 0.5319 -1.8062 -4.8162 -0.1 0.2 -0.1 0.520
Cl -0.7385 -1.1321 -7.3362 0.1 0.1 0.3 0.526
Cl 0.5634 0.9346 -5.7709 -0.1 -0.2 0.0 0.518